DFT (ωB97M-V/def2-TZVPD) results for one molecule with the formula C2H4FP in a non-equilibrium geometry.

CARTESIAN COORDINATES (ANGSTROEM)
F 0.741 -1.405 0.121
P 1.781 1.000 -0.061
H -1.582 -0.587 0.590
H -1.283 -0.029 -1.084
C -1.201 0.167 0.034
H 2.651 -0.113 -0.169
H -1.618 1.019 0.563
C 0.510 -0.051 0.005

Summary:
Total energy in eV: -14142.6362
Structure (SMILES): [H]/P=C(/C)F
ΔE to the lowest compared entry with this formula, charge and spin in kcal per mole: 39.9
Kohn-Sham gap in eV: 10.04
M in g/mol: 78.03
LUMO level in eV: 0.578

Mulliken charges, unit e, in atom order: -0.246 -0.187 0.313 0.238 -0.823 0.022 0.339 0.345